[1]
ORCA calculation (ωB97M-V/def2-TZVPD) on a 6-piece molecular cluster, C13H21N5O3 overall at a distorted geometry.

Structure (XYZ):
```
42
C13H21N5O3 (ωB97M-V/def2-TZVPD)
C 5.04 1.87 0.57
O 4.65 0.53 0.27
C 3.39 0.20 0.26
O 2.43 0.96 0.42
O 3.42 -1.15 0.10
C 2.32 -1.94 -0.03
H 6.10 2.14 0.63
H 4.65 2.05 1.57
H 4.68 2.64 -0.11
H 2.57 -2.79 -0.66
H 1.52 -1.30 -0.40
H 2.01 -2.43 0.89
C -0.58 0.98 0.00
C -1.42 -0.11 -0.51
N -2.03 -1.01 -0.90
H -0.04 0.66 0.89
H -1.34 1.69 0.33
H -0.07 1.58 -0.74
C -1.79 -0.70 -4.39
C -0.69 -0.16 -5.19
N 0.24 0.18 -5.83
H -2.68 -0.87 -5.00
H -1.99 -0.03 -3.56
H -1.54 -1.65 -3.91
C 0.93 3.25 2.31
C 1.52 4.43 2.93
N 2.05 5.35 3.46
H -0.15 3.22 2.24
H 1.15 2.33 2.86
H 1.38 3.17 1.32
C -0.28 -0.87 3.64
C -1.53 -0.23 3.18
N -2.47 0.34 2.83
H -0.50 -1.58 4.43
H 0.39 -0.13 4.08
H 0.26 -1.39 2.84
C -5.09 -2.74 -1.71
C -5.65 -4.08 -1.92
N -6.12 -5.13 -2.09
H -4.66 -2.49 -2.69
H -4.29 -2.85 -0.99
H -5.79 -1.95 -1.44
```

* total energy: -1007.36609 a.u.
* HOMO energy: -11.55 eV
* E_LUMO: -0.01 eV

---

[2]
ORCA calculation (ωB97M-V/def2-TZVPD) on a 2-piece molecular cluster, C13H21NO8S2 overall at a distorted geometry.

Structure (XYZ):
```
45
C13H21NO8S2 (ωB97M-V/def2-TZVPD)
C 0.93 -0.90 5.36
C 0.66 0.22 4.34
O 0.86 -0.30 3.04
C -0.07 0.14 2.07
C 0.55 1.21 1.13
C -0.30 1.38 -0.14
O -1.54 0.65 -0.18
S -2.01 0.47 -1.72
O -1.90 -0.93 -1.96
O -3.29 0.97 -2.02
O -0.83 1.34 -2.39
C 0.34 1.21 -1.52
C 0.97 -0.11 -1.91
C 1.29 -1.10 -1.02
C 1.88 -2.24 -1.50
C 2.14 -2.32 -2.84
N 1.83 -1.40 -3.74
C 1.25 -0.32 -3.25
S 1.50 2.61 -1.86
C 0.77 3.77 -3.01
O 2.72 2.11 -2.43
O 1.78 3.32 -0.65
H 0.91 -1.87 4.85
H 1.92 -0.80 5.81
H 0.21 -0.91 6.18
H 1.37 1.03 4.54
H -0.35 0.60 4.51
H -0.37 -0.74 1.49
H -0.99 0.56 2.49
H 1.60 1.00 0.92
H 0.48 2.14 1.68
H -0.61 2.43 -0.13
H 1.09 -0.98 0.04
H 2.14 -3.06 -0.84
H 2.63 -3.22 -3.20
H 0.99 0.46 -3.95
H 0.95 4.77 -2.60
H 1.27 3.72 -3.98
H -0.30 3.61 -3.15
C -3.91 -3.22 0.56
O -3.42 -3.28 -0.77
H -4.37 -4.17 0.80
H -3.09 -3.03 1.26
H -4.66 -2.43 0.66
H -3.02 -2.43 -0.97
```

* total energy: -1960.89118 a.u.
* HOMO energy: -9.94 eV
* E_LUMO: 0.06 eV

---

[3]
ORCA calculation (ωB97M-V/def2-TZVPD) on C13H22AlN5O2S as an isolated structure.

Structure (XYZ):
```
44
C13H22AlN5O2S (ωB97M-V/def2-TZVPD)
Al -0.06 0.51 -0.02
S -1.67 0.07 -1.53
C -2.15 1.56 -0.73
C -3.26 2.33 -1.04
C -3.47 3.50 -0.32
C -2.58 3.89 0.68
C -1.49 3.10 0.94
N -1.28 1.95 0.25
H -3.94 2.01 -1.82
H -4.33 4.11 -0.55
H -2.73 4.80 1.24
H -0.76 3.35 1.70
C 2.82 -0.19 3.40
O 1.48 -0.80 3.40
C 0.70 -0.60 2.41
O 1.01 0.11 1.39
N -0.49 -1.19 2.46
N -1.30 -0.97 1.34
H 3.18 -0.34 4.41
H 2.74 0.86 3.16
H 3.44 -0.73 2.69
H -0.77 -1.78 3.24
H -2.18 -0.54 1.62
H -1.51 -1.84 0.87
C 0.93 2.25 -2.08
C 2.07 2.65 -3.05
N 3.29 1.93 -2.73
C 3.08 0.50 -2.90
C 1.92 0.01 -1.99
N 1.42 1.17 -1.15
C 2.59 1.72 -0.37
C 3.68 2.22 -1.36
H 0.06 1.86 -2.61
H 0.61 3.09 -1.46
H 2.26 3.72 -2.99
H 1.79 2.43 -4.08
H 4.00 -0.03 -2.66
H 2.85 0.29 -3.94
H 2.24 -0.78 -1.31
H 1.07 -0.36 -2.57
H 2.97 0.92 0.26
H 2.22 2.51 0.27
H 4.63 1.73 -1.15
H 3.83 3.29 -1.25
```

* total energy: -1573.05635 a.u.
* HOMO energy: -14.41 eV
* E_LUMO: -6.13 eV
* charge: +2